Record 1
Entry from the OMol25 dataset: C61H71AuClFGeN4O3S3Si3 as an isolated structure (ωB97M-V/def2-TZVPD).

The geometry in XYZ format:
```
149
Properties=species:S:1:pos:R:3:forces:R:3:lowdin_charge:R:1
Au -0.10713 -0.02830 -1.22108 -0.30 0.18 0.01 0.7475
N 0.71348 0.46065 2.01043 -0.28 -0.14 -0.75 -0.4324
S -0.03745 0.03638 3.18375 0.32 0.02 0.30 0.8001
N -0.87460 -1.36458 3.32154 -0.03 0.22 0.31 -0.3470
S -2.21612 -1.91154 2.80445 -0.01 -0.28 -0.25 0.9155
N -2.21463 -2.91006 1.60197 -0.13 0.10 0.01 -0.3516
S -1.87722 -2.27309 0.14411 0.09 0.09 0.10 0.7549
N -0.88667 -1.19095 0.24875 0.01 -0.24 -0.06 -0.4216
C -1.47455 -3.74747 -0.76086 -0.02 0.00 -0.02 -0.3151
C -0.87342 -3.54403 -1.99601 -0.03 -0.01 -0.05 -0.0799
C -0.55407 -4.64198 -2.77735 0.00 -0.01 0.01 -0.0466
C -0.84209 -5.92218 -2.32192 0.00 -0.01 -0.01 -0.0499
C -1.44473 -6.11045 -1.08537 0.01 -0.03 -0.02 -0.0571
C -1.76946 -5.01957 -0.29241 0.04 -0.03 0.05 -0.0628
C -3.48366 -1.86993 -0.54011 0.02 -0.01 -0.03 -0.3050
C -3.57726 -0.76522 -1.37048 0.02 0.02 0.01 -0.0697
C -4.81027 -0.44796 -1.92605 -0.02 0.00 -0.02 -0.0471
C -5.92335 -1.22573 -1.64668 0.01 0.01 0.00 -0.0570
C -5.81251 -2.33688 -0.81608 0.00 -0.01 -0.01 -0.0603
C -4.58740 -2.66913 -0.26349 -0.02 -0.02 0.03 -0.0668
C -3.44370 -0.63937 2.61608 -0.07 -0.04 0.00 -0.3019
C -4.64114 -0.72483 3.31866 -0.01 0.01 -0.01 -0.0509
C -5.58402 0.27800 3.15712 0.00 -0.02 0.03 -0.0486
C -5.32326 1.35012 2.31781 -0.01 0.04 -0.01 -0.0343
C -4.11832 1.42914 1.63447 0.06 0.00 0.00 -0.0218
C -3.16477 0.43403 1.77497 -0.05 0.00 -0.03 -0.0772
C -2.81839 -2.99949 4.06547 0.03 0.09 -0.04 -0.3107
C -3.85325 -3.87393 3.75362 -0.03 -0.04 -0.03 -0.0695
C -4.34884 -4.69484 4.75086 0.00 -0.01 -0.01 -0.0451
C -3.80736 -4.64422 6.03103 -0.02 -0.02 0.02 -0.0467
C -2.75941 -3.78407 6.31647 0.01 0.01 -0.01 -0.0429
C -2.25775 -2.94897 5.32681 0.07 -0.01 0.06 -0.0449
C -1.14005 1.33479 3.72998 0.10 0.00 -0.01 -0.3045
C -2.10510 1.13396 4.70890 -0.03 -0.01 0.04 -0.0813
C -2.89981 2.19898 5.09381 0.02 -0.01 0.01 -0.0500
C -2.71969 3.44978 4.51186 -0.02 0.00 0.00 -0.0472
C -1.75002 3.63580 3.54016 0.04 0.01 -0.01 -0.0423
C -0.94930 2.57287 3.14326 -0.04 0.01 0.01 -0.0603
C 1.02166 -0.17217 4.62064 0.04 0.02 -0.07 -0.2826
C 0.54649 -0.48336 5.88852 -0.04 0.01 0.01 -0.0657
C 1.43364 -0.55067 6.94809 0.02 0.00 0.00 -0.0522
C 2.78678 -0.30368 6.74242 -0.01 0.00 0.03 -0.0526
C 3.24944 0.01279 5.47688 0.01 0.00 -0.04 -0.0499
C 2.36352 0.08504 4.41015 0.02 -0.12 0.02 -0.1082
H -0.64624 -2.54215 -2.34316 -0.04 -0.01 0.02 0.0772
H -0.08124 -4.49603 -3.73886 0.00 0.01 -0.05 0.0981
H -0.59311 -6.77823 -2.93633 -0.01 0.02 0.02 0.1142
H -1.65938 -7.11099 -0.73246 0.00 0.02 -0.01 0.1116
H -2.21858 -5.15699 0.68142 0.00 0.01 -0.02 0.1009
H -2.71681 -0.14440 -1.59542 -0.04 -0.01 0.03 0.0533
H -4.88371 0.41042 -2.58188 0.01 0.00 0.01 0.1132
H -6.88263 -0.97381 -2.08096 0.02 -0.01 0.01 0.1112
H -6.68072 -2.94876 -0.60768 0.01 0.01 0.00 0.1105
H -4.48978 -3.54229 0.36961 0.01 0.01 -0.01 0.0995
H -4.84314 -1.54351 3.99287 0.00 -0.01 -0.01 0.1076
H -6.51939 0.22029 3.69760 0.01 0.00 0.00 0.1153
H -6.06032 2.13400 2.19755 0.01 -0.01 0.00 0.1182
H -3.91088 2.27061 0.98775 0.00 0.01 -0.01 0.0954
H -2.22517 0.49324 1.23640 -0.04 -0.01 0.00 0.0890
H -4.25570 -3.91067 2.75086 0.00 0.01 0.02 0.1064
H -5.15365 -5.38234 4.52685 0.01 0.02 0.01 0.1174
H -4.19976 -5.29014 6.80579 0.01 0.00 -0.02 0.1166
H -2.31940 -3.76794 7.30459 -0.01 0.00 -0.01 0.1167
H -1.41040 -2.30758 5.51257 -0.01 0.00 0.01 0.0793
H -2.27038 0.15692 5.14365 0.01 0.03 0.00 0.0995
H -3.66477 2.05311 5.84525 0.00 0.00 -0.01 0.1164
H -3.34407 4.27954 4.81783 0.01 -0.02 -0.01 0.1149
H -1.61866 4.60596 3.08023 -0.01 -0.02 0.00 0.1023
H -0.20510 2.68143 2.36703 0.00 0.01 0.03 0.0832
H -0.50487 -0.64859 6.06636 0.00 0.02 -0.01 0.0814
H 1.06860 -0.79083 7.93805 0.01 0.01 -0.01 0.1127
H 3.47613 -0.35336 7.57502 -0.01 -0.01 -0.01 0.1135
H 4.30206 0.20310 5.31116 -0.01 0.01 0.01 0.1176
H 2.71390 0.31764 3.41394 -0.02 -0.03 0.04 0.0539
C 5.15125 1.72583 0.84055 0.03 0.05 -0.03 -0.2118
Si 3.32463 2.09622 1.07372 0.11 0.07 0.14 0.3816
C 3.09901 2.78558 2.82048 -0.03 -0.03 0.04 -0.2095
C 2.81360 3.46309 -0.12222 -0.09 0.02 0.04 -0.2161
Ge 2.09249 0.06355 0.61904 0.80 -0.22 -0.09 0.6610
Si 2.91671 -0.16381 -2.05617 -1.07 0.17 0.28 0.4815
C 4.67018 -0.81168 -2.05333 0.08 -0.05 0.24 -0.1986
C 1.95320 -1.38429 -3.10334 0.21 -0.15 -0.13 -0.2156
C 2.93756 1.54558 -2.79919 0.28 -0.05 -0.12 -0.2112
Si 2.89742 -2.14382 1.22342 0.02 0.01 0.21 0.3645
C 2.21510 -3.36454 -0.03095 0.02 0.04 -0.07 -0.2080
C 2.40790 -2.80225 2.91555 -0.08 0.01 -0.01 -0.2005
C 4.77520 -2.12366 1.18337 0.03 -0.03 0.10 -0.2039
H 5.73601 2.63063 1.03202 -0.02 -0.02 0.00 0.0416
H 5.37918 1.40075 -0.17499 0.00 0.03 0.00 0.0053
H 5.49601 0.95015 1.52693 0.01 0.02 0.00 0.0167
H 3.06063 3.87701 2.77942 0.06 -0.02 -0.02 0.0328
H 3.94321 2.51068 3.45848 -0.05 -0.01 0.02 0.0316
H 2.18681 2.44176 3.31101 0.00 0.10 -0.06 -0.0028
H 2.55272 4.36563 0.43624 0.04 -0.01 -0.01 0.0281
H 1.95901 3.20153 -0.74349 -0.02 0.02 0.03 -0.0084
H 3.64238 3.71287 -0.78782 -0.04 0.00 -0.01 0.0341
H 4.73491 -1.87183 -1.81374 -0.03 -0.02 -0.06 0.0203
H 5.36322 -0.26666 -1.41477 0.01 -0.02 -0.03 0.0138
H 5.00050 -0.68485 -3.09116 -0.02 0.02 0.02 0.0518
H 2.09336 -2.40680 -2.75183 -0.01 -0.03 0.03 0.0188
H 2.35005 -1.32924 -4.12417 0.04 0.01 0.01 0.0453
H 0.88934 -1.17609 -3.17491 0.01 0.00 -0.14 -0.0229
H 3.87540 2.05705 -2.56842 -0.03 0.00 -0.02 0.0351
H 2.10163 2.15266 -2.48210 -0.06 0.04 -0.05 -0.0042
H 2.85882 1.43429 -3.88602 0.04 0.02 0.03 0.0347
H 1.22892 -3.05852 -0.38399 0.04 -0.02 0.03 -0.0094
H 2.12106 -4.35418 0.42462 0.01 0.02 -0.02 0.0392
H 2.87087 -3.45966 -0.89835 -0.01 0.00 -0.03 0.0230
H 1.34599 -2.67608 3.13310 -0.01 -0.02 -0.01 0.0060
H 2.98104 -2.35508 3.72637 0.01 0.00 0.01 0.0201
H 2.61561 -3.87721 2.91118 0.02 0.03 0.00 0.0393
H 5.17882 -1.99965 0.18337 0.04 0.01 -0.01 -0.0034
H 5.15708 -3.06837 1.58256 -0.02 0.01 -0.01 0.0416
H 5.17486 -1.31748 1.80238 -0.01 -0.04 0.04 0.0162
F -5.72615 6.28054 -0.36293 -0.03 0.02 0.00 0.0649
C -4.56235 5.60887 -0.32583 0.01 -0.01 0.00 -0.2787
C -4.47047 4.39287 -0.98642 0.02 0.00 0.01 -0.0030
C -3.27972 3.69898 -0.93980 -0.04 -0.06 -0.07 -0.0493
C -2.16327 4.20482 -0.22558 0.02 -0.02 0.00 -0.3066
C -0.97244 3.47001 -0.13545 0.01 0.01 -0.03 0.0835
C -2.30358 5.46736 0.40295 -0.01 0.04 0.02 -0.0456
C -3.49253 6.16394 0.36000 0.02 -0.01 0.00 -0.0054
H -5.32698 4.01868 -1.53258 0.02 0.01 0.00 0.1223
H -3.17030 2.76062 -1.47362 -0.01 0.08 0.06 0.0890
H -0.11324 3.87510 0.38350 -0.01 0.01 -0.02 0.0518
H -0.88342 2.49584 -0.60134 0.01 0.05 -0.02 0.0259
H -1.45195 5.89387 0.92145 -0.01 -0.01 -0.01 0.1121
H -3.60744 7.12944 0.83423 0.00 -0.01 0.00 0.1213
C 2.07936 0.21487 -7.14228 0.05 0.02 0.00 -0.0215
C 0.89287 -0.58511 -6.69172 0.02 -0.05 0.01 -0.2011
C 0.77867 -1.93522 -6.97338 0.01 0.01 -0.01 -0.0661
C -0.32316 -2.65724 -6.53592 -0.04 -0.03 0.02 -0.6715
Cl -0.43503 -4.35715 -6.91196 0.00 0.03 0.06 0.6491
C -1.33005 -2.04463 -5.81971 0.00 -0.02 0.01 -0.1060
C -1.23190 -0.68684 -5.52689 -0.03 -0.01 0.03 -0.0004
C -0.12603 0.03428 -5.95556 0.05 -0.05 0.08 -0.2345
O 0.08015 1.35308 -5.69867 0.01 0.13 0.04 -0.0279
C -0.87828 2.03874 -4.91946 -0.01 -0.09 0.03 -0.0783
C -1.01109 1.51201 -3.48609 0.05 -0.18 0.04 -0.6215
O -2.11156 1.54120 -2.93460 0.27 0.02 -0.11 -0.0206
O 0.08846 1.06081 -2.98900 -0.26 0.25 -0.07 -0.2029
H 2.74568 -0.39328 -7.75251 -0.01 0.01 0.01 0.0821
H 2.64236 0.59616 -6.28615 -0.03 -0.01 -0.01 0.0738
H 1.76844 1.08497 -7.72144 0.00 -0.01 0.00 0.0906
H 1.55418 -2.43359 -7.54188 -0.02 0.01 0.01 0.1143
H -2.19280 -2.61195 -5.49431 0.03 0.01 -0.01 0.1076
H -2.02920 -0.21977 -4.96319 0.03 0.02 -0.03 0.1113
H -1.86356 2.01646 -5.38856 -0.01 0.00 0.00 0.1361
H -0.52813 3.06916 -4.88025 -0.05 0.05 0.03 0.1436
```
Forces are in eV/Å.

Output
Frontier orbital gap (spin up / spin down): 6.5 / 6.7 eV
Total charge: +1
Electronic energy: -208088.41946 eV
Strongest force on any atom: 1.1 eV Å⁻¹
HOMO energy (spin up / spin down): -8.943 / -9.108 eV
ΔE to the lowest compared entry with this formula, charge and spin: 0.0 kcal/mol
Multiplicity: 2

=====

Record 2
Entry from the OMol25 dataset: C13H15EuNTe as an isolated structure (ωB97M-V/def2-TZVPD).

The geometry in XYZ format:
```
31
Properties=species:S:1:pos:R:3:forces:R:3:lowdin_charge:R:1
C -0.38848 -3.49717 -1.14114 -0.08 -0.10 0.73 -0.2109
C -1.56038 -3.27329 -0.36634 0.50 0.05 0.18 -0.2326
C -1.16336 -2.87660 0.94945 0.65 -0.20 -0.28 -0.2775
C 0.27329 -2.85532 0.97823 -0.42 -0.31 -0.14 -0.3309
C 0.74182 -3.23170 -0.32104 -0.46 -0.05 0.40 -0.2608
Eu -0.31364 -0.69751 -0.41084 -0.13 -1.31 -1.84 1.4772
N 0.43173 -0.60441 -2.50299 0.45 0.53 0.70 -0.3232
C -0.84158 -0.25327 -3.12766 0.24 0.48 -1.41 -0.5581
C -2.05707 -0.52224 -2.29574 0.45 -0.22 1.47 -0.2893
H -1.82843 -2.63684 1.78144 0.21 -0.11 -0.25 0.0725
H -2.58529 -3.42122 -0.70868 0.36 0.15 0.11 0.0803
H 0.90501 -2.53088 1.80999 -0.30 -0.26 -0.32 0.0508
H 1.79092 -3.31094 -0.62012 -0.48 0.11 0.10 0.0868
H -0.35992 -3.88230 -2.16327 -0.02 0.45 0.36 0.0907
H -2.61798 -1.41891 -2.55975 -0.23 0.47 0.28 0.0016
H -0.85016 0.82671 -3.40561 0.01 -0.32 -0.29 0.0676
H 1.21906 -0.43274 -3.13337 -0.46 -0.18 0.39 -0.0002
H -2.56067 0.34872 -1.85959 -0.45 -0.21 -0.57 -0.0197
H -0.91846 -0.85857 -4.05636 -0.24 0.38 0.00 0.0762
Te 2.45920 0.13207 0.61995 0.26 -0.54 -0.30 0.6342
C 1.46007 1.79442 1.37174 0.16 0.59 0.29 -0.7414
C 2.32234 2.54224 2.22001 -1.36 0.78 -0.02 -0.2210
C 1.85840 3.72764 2.79567 -0.16 -0.25 -0.22 -0.1129
C 0.54847 4.18056 2.54680 0.07 -0.47 -0.26 -0.1247
C -0.30192 3.43808 1.71087 0.17 -0.13 0.05 -0.1174
C 0.13237 2.24198 1.10986 1.24 0.27 0.67 -0.1776
H 3.33471 2.17082 2.38885 -0.37 0.22 0.02 0.0534
H 2.51978 4.30727 3.44054 -0.17 -0.08 -0.12 0.0910
H 0.19861 5.10842 3.00088 0.05 -0.26 -0.15 0.0859
H -1.31539 3.79909 1.52299 0.26 -0.09 0.03 0.0932
H -0.53306 1.68592 0.42524 0.25 0.62 0.40 0.0368
```
Forces are in eV/Å.

Output
Frontier orbital gap (spin up / spin down): 5.9 / 6.1 eV
Total charge: -1
Electronic energy: -41834.65226 eV
Strongest force on any atom: 2.3 eV Å⁻¹
HOMO energy (spin up / spin down): -3.216 / -3.411 eV
Multiplicity: 7

=====

Question: The highest electronic energy belongs to which entry?
Answer: C13H15EuNTe